Computed, not measured: a 13-piece molecular cluster, C42H68O44S5 overall in a non-equilibrium geometry, with ωB97M-V/def2-TZVPD.

Computed properties:
E_HOMO = -0.3811 hartree
net charge = 0
total energy = -6942.4718 Ha
energy above the lowest of the compared OMol25 structures with the same formula, charge and spin = 536.93 kJ/mol

XYZ file:
```
159
Properties=species:S:1:pos:R:3:lowdin_charge:R:1
S -3.0773 1.1057 -2.8191 0.74
S 1.1769 3.5300 3.2372 0.77
S -4.0022 2.3266 2.9174 0.78
S -0.9449 -6.7539 3.4390 0.76
S -2.8938 6.0778 -1.3609 0.75
O -0.3721 4.2016 3.1015 -0.22
O -4.2280 3.4328 3.8669 -0.25
O 4.2146 -2.6851 -2.1422 0.11
O 0.0789 -1.7145 -2.7906 0.12
O -3.1058 4.9255 -0.1651 -0.21
O -2.3993 2.2264 -2.1296 -0.23
O -2.1376 -6.5306 2.5971 -0.25
O 2.1902 4.5787 3.0782 -0.23
O -3.0575 5.4605 -2.6741 -0.25
O 1.3278 2.2918 2.4509 -0.23
O -4.5006 1.6163 -3.4037 -0.19
O -0.4370 -8.0973 3.5101 -0.23
O -4.2286 -5.2283 5.7288 0.10
O 1.4349 -2.7508 6.4499 0.15
O 0.3468 -1.2024 5.2575 0.13
O 0.4574 -6.0411 -0.0575 0.12
O -2.6138 2.0655 2.5734 -0.26
O 5.9147 2.7201 -0.1615 0.07
O 0.3079 -5.6935 3.1552 -0.23
O 1.4680 -0.5439 7.0380 0.05
O 1.2500 0.3260 -0.4935 0.13
O -3.7032 -3.4731 4.2906 0.07
O 0.9556 3.2830 4.8262 -0.23
O -1.0432 2.6958 -6.6553 0.13
O 4.9577 -3.0318 -4.1533 0.11
O -0.4374 1.4274 -0.0993 0.09
O 0.9751 2.7353 -5.6228 0.07
O -4.8078 -5.2066 3.5577 0.09
O -1.4260 -4.8560 0.3182 0.09
O 1.3186 2.4112 -1.0632 0.10
O 4.9736 -4.7422 -2.6678 0.11
O 0.3818 -3.9943 -0.7234 0.09
O -3.2783 -0.1974 -2.1669 -0.25
O -4.8411 0.8864 3.4095 -0.22
O 5.0420 1.3199 1.2215 0.10
O 7.1241 0.8763 0.5567 0.14
O -3.7037 7.2582 -0.9862 -0.26
O -1.1769 -6.0653 4.9613 -0.20
O -0.6534 3.9034 -4.8130 0.10
O -0.7464 -1.8533 -4.7759 0.13
O -5.0212 2.5275 1.5900 -0.21
O -2.4414 0.9217 -4.3403 -0.21
O 0.8873 -0.4728 -4.5285 0.11
O -1.2657 6.2322 -1.0967 -0.23
C 0.3828 4.0029 -3.8857 -0.10
C 0.0821 -1.3533 -3.9655 -0.61
C 4.5957 -1.7373 -4.1583 -0.14
C 4.0372 3.7457 -1.1352 -0.02
C -2.5924 -2.5179 2.3732 0.01
C -0.4747 -1.5130 -6.0977 -0.08
C 3.9231 -1.4785 -2.8506 -0.27
C 4.3104 -0.2508 -2.0150 0.02
C -2.0162 4.7956 0.7246 -0.19
C -0.7257 0.2622 0.6319 -0.09
C 0.3676 -0.6256 0.1344 -0.22
C 0.7184 -4.9055 4.2194 -0.21
C 1.0932 0.6438 6.3953 -0.10
C 2.3562 -6.9757 -1.2892 0.01
C 1.1348 -1.6134 6.1731 -0.52
C 6.1337 1.5777 0.5682 -0.57
C 4.7031 3.3413 0.1969 -0.31
C -5.9963 1.4980 1.3888 -0.14
C -0.4663 -4.7965 5.1546 -0.15
C 0.6430 -0.4631 -5.9411 -0.26
C 0.7574 1.4356 -0.6045 -0.70
C -3.8952 -3.1571 2.9235 -0.28
C 0.2964 0.1678 5.1501 -0.32
C -0.3278 2.9925 -5.7177 -0.57
C -4.2651 -4.6397 4.6251 -0.54
C 1.9270 -0.7756 -6.7784 0.01
C -0.2645 -4.9643 -0.1270 -0.56
C 1.7743 -5.7520 -0.4998 -0.28
C -0.9399 4.6486 4.2960 -0.17
C -4.7990 0.8948 -4.5971 -0.17
C 1.3914 -1.3410 1.0773 0.03
C 0.0245 4.1564 5.4392 -0.14
C 1.6029 3.5091 -4.6532 -0.28
C -3.4650 0.4946 -5.2367 -0.16
C -4.4277 -4.4767 2.3933 -0.08
C 1.6592 -4.3908 -1.0667 -0.12
C 2.3893 4.6653 -5.3845 0.00
C 3.9821 2.2746 0.9520 -0.07
C -0.7551 5.2579 -0.0929 -0.09
C 4.6970 -3.5677 -2.9547 -0.56
C -5.4716 0.2732 2.2315 -0.14
C -1.0676 0.7718 5.0483 0.00
H 0.7953 0.3465 4.1976 0.13
H 0.1287 0.4517 -6.2355 0.12
H 1.7324 -0.7879 1.9524 0.08
H 2.3462 -3.7259 -0.5431 0.13
H 0.9093 -3.9237 3.7861 0.12
H 4.6439 4.2979 -1.8529 0.08
H -1.7686 -3.1586 2.6875 0.08
H -6.9041 1.9623 1.7743 0.13
H -0.2143 4.4275 -0.5469 0.11
H 0.3721 1.0215 7.1201 0.13
H 3.3975 -6.6791 -1.4146 0.07
H 1.7833 5.2443 -6.0814 0.09
H -1.6711 -0.2274 0.3984 0.13
H -3.3116 -0.5716 -5.4037 0.13
H 3.8271 -0.0904 -1.0513 0.07
H 0.4284 5.0523 -3.5947 0.15
H 0.2605 3.3472 -3.0235 0.11
H 5.5272 -1.1731 -4.2047 0.15
H -5.4303 1.3339 -5.3695 0.13
H 1.9713 -4.3979 -2.1110 0.14
H 5.3665 -0.2517 -1.7452 0.10
H -1.1968 1.8412 4.8817 0.07
H 3.9419 0.6222 -2.5537 0.09
H -1.9042 3.7811 1.1073 0.09
H -0.0497 -1.3221 -0.5928 0.13
H -4.6585 -2.3793 2.9461 0.12
H -0.8060 5.7266 4.3860 0.12
H -2.0265 4.5715 4.3340 0.12
H -4.6675 -0.0986 1.5965 0.11
H 3.5588 2.7306 1.8470 0.10
H 1.9325 1.3290 6.2762 0.13
H 1.9365 -7.3270 -2.2318 0.08
H -6.1058 1.2809 0.3263 0.13
H -3.3856 1.0428 -6.1754 0.13
H 3.2881 4.3003 -5.8815 0.08
H -2.4602 -2.5802 1.2931 0.08
H 1.9649 -1.8477 -6.9717 0.08
H -6.0913 -0.6013 2.4294 0.13
H 3.8221 2.8299 -1.6858 0.06
H 0.6427 4.8798 5.9709 0.14
H -0.2544 -2.4029 -6.6873 0.14
H -5.3214 -4.1956 1.8362 0.13
H 2.8383 -1.4563 -2.9546 0.14
H -1.5985 0.3612 4.1894 0.07
H -0.1448 5.8804 0.5614 0.12
H 3.1239 4.3131 -0.9560 0.08
H 3.0813 1.9558 0.4276 0.10
H 2.3331 2.9151 -4.1036 0.15
H -0.6889 0.4363 1.7073 0.11
H -5.4541 0.1118 -4.2151 0.13
H -3.7228 -4.9095 1.6834 0.11
H 0.9626 -2.2347 1.5307 0.07
H 1.5489 -5.4495 4.6693 0.14
H 2.3503 -5.7177 0.4250 0.16
H 3.9985 -1.4602 -5.0270 0.11
H -1.0774 -3.9169 4.9523 0.11
H 2.1966 -1.5993 0.3895 0.08
H 4.8946 4.2212 0.8112 0.16
H 2.7079 5.4573 -4.7067 0.08
H -2.0814 5.4740 1.5753 0.12
H -0.1559 -4.6884 6.1939 0.12
H 2.3314 -7.8296 -0.6122 0.08
H -1.5984 0.5652 5.9777 0.11
H -1.1685 -0.8440 -6.6068 0.13
H 1.8249 -0.3548 -7.7788 0.09
H -0.6037 3.5942 6.1302 0.12
H -2.3480 -1.4756 2.5783 0.06
H 2.8286 -0.3709 -6.3186 0.07
```